{
  "formula": "C25H26IrN6S",
  "method": "the ωB97M-V functional and the def2-TZVPD basis",
  "gap_ha": [0.248, 0.184],
  "charge": 4,
  "relative_energy_kj_mol": 265.0,
  "spin_multiplicity": 2,
  "energy_ha": -1797.80492,
  "homo_ev": [-20.24, -20.23],
  "s_squared": 0.913,
  "molar_mass_g_mol": 634.81,
  "species": ["Ir", "S", "N", "N", "N", "N", "N", "N", "C", "C", "C", "C", "C", "C", "C", "C", "C", "C", "C", "C", "C", "C", "C", "C", "C", "C", "C", "C", "C", "C", "C", "C", "C", "H", "H", "H", "H", "H", "H", "H", "H", "H", "H", "H", "H", "H", "H", "H", "H", "H", "H", "H", "H", "H", "H", "H", "H", "H", "H"],
  "xyz": [[0.0999, -0.2899, 0.4968], [-0.2112, -2.4035, -0.9514], [0.0895, 0.2741, 2.5840], [-0.0857, -3.3450, -3.3840], [0.1310, 2.0758, 0.3918], [2.1727, 0.2519, 0.1466], [-2.0161, 0.3403, 0.3800], [-2.1719, -2.4848, -2.7628], [0.1130, 1.5744, 2.8763], [0.1402, 1.9971, 4.1972], [3.8163, 1.9435, -0.0630], [-4.2503, -2.0944, -3.8866], [-5.1755, -2.2957, -4.9481], [3.1300, -0.6657, 0.3606], [2.4949, 1.5367, -0.0558], [-3.7296, -3.9236, -5.9099], [-3.0401, -2.7921, -3.8360], [-4.9087, -3.2087, -5.9613], [4.8148, 1.0014, 0.1548], [-2.2645, 1.6408, 0.1774], [0.1268, 2.5948, 1.7805], [-4.5451, 1.3333, 0.8261], [-2.8064, -3.7463, -4.8359], [0.1387, -0.2961, 4.8914], [-4.2756, -0.0123, 1.0442], [1.3506, 2.4649, -0.3458], [4.4692, -0.3258, 0.3691], [-0.8698, -2.7594, -2.5148], [0.1467, 1.0570, 5.2146], [0.1078, -0.6458, 3.5583], [-3.5251, 2.1703, 0.3884], [-1.1009, 2.4403, -0.3310], [-2.9927, -0.4735, 0.8111], [0.8682, -3.5800, -3.1402], [-5.6277, -3.3827, -6.7499], [-1.3006, 3.5121, -0.2510], [-6.0932, -1.7203, -4.9857], [2.8159, -1.6883, 0.5240], [5.2175, -1.0883, 0.5325], [-3.5265, -4.6620, -6.6769], [5.8545, 1.3031, 0.1642], [-4.4674, -1.3606, -3.1189], [0.0978, -1.6873, 3.2603], [-0.3703, -3.5826, -4.3194], [4.0650, 2.9802, -0.2474], [1.0100, 3.2177, 1.9366], [-0.9649, 2.2138, -1.3905], [1.1507, 2.4230, -1.4187], [-1.9679, -4.4264, -4.7801], [0.1593, 3.0555, 4.4246], [0.1560, -1.0619, 5.6536], [0.1598, 1.3728, 6.2501], [-2.7303, -1.5097, 0.9848], [1.6274, 3.4978, -0.1219], [-5.5356, 1.7304, 1.0084], [-0.7365, 3.2491, 1.9241], [-3.7102, 3.2229, 0.2188], [-2.6155, -1.9687, -2.0191], [-5.0397, -0.6907, 1.3976]]
}

{
  "formula": "C25H26N2O3S",
  "method": "the ωB97M-V functional and the def2-TZVPD basis",
  "smiles": "CCCN(C(=O)c1ccc2c(SCC(=O)O)c3c(nc2c1)CCC3)c1cccc(C)c1",
  "gap_ha": 0.307,
  "charge": 0,
  "relative_energy_kj_mol": 0.0,
  "energy_ha": -1701.74797,
  "homo_ev": -8.42,
  "molar_mass_g_mol": 434.56,
  "species": ["S", "O", "O", "O", "N", "N", "C", "C", "C", "C", "C", "C", "C", "C", "C", "C", "C", "C", "C", "C", "C", "C", "C", "C", "C", "C", "C", "C", "C", "C", "C", "H", "H", "H", "H", "H", "H", "H", "H", "H", "H", "H", "H", "H", "H", "H", "H", "H", "H", "H", "H", "H", "H", "H", "H", "H", "H"],
  "xyz": [[3.7302, 1.9147, 1.3785], [5.6623, -0.6374, 1.9799], [-1.9035, -2.9518, -0.2991], [3.6268, -1.5416, 2.1300], [-2.9460, -0.9496, -0.2929], [2.7201, -1.2016, -1.8557], [-2.1295, 0.9614, -1.5536], [1.7659, -0.8087, -0.9802], [-4.5752, 3.5788, 0.8009], [0.9322, 0.5625, 0.8553], [-3.7130, 2.6605, -0.0110], [0.5046, -1.4240, -1.0502], [4.2270, 0.3736, -0.8343], [1.9903, 0.1958, 0.0059], [3.8195, 0.7078, 2.7606], [4.4996, -0.5375, 2.2592], [-2.9203, 0.4365, -0.5354], [6.2395, -0.3366, -1.8828], [5.0511, -0.9118, -2.6680], [-0.2937, -0.0312, 0.7446], [-1.8319, -1.7373, -0.2937], [-4.2318, -1.6183, -0.1577], [-2.1137, 2.3256, -1.7771], [-4.5071, -2.0649, 1.2795], [-2.8950, 3.1718, -1.0123], [5.6515, 0.7819, -1.0063], [-0.5167, -1.0318, -0.2195], [3.8771, -0.6207, -1.7870], [-5.8695, -2.7357, 1.3905], [3.2893, 0.7625, 0.0752], [-3.7170, 1.2936, 0.2185], [6.1670, 0.8787, -0.0509], [-4.3408, 0.8906, 1.0023], [-5.3525, 4.0147, 0.1738], [4.4176, 1.1960, 3.5274], [-6.6615, -2.0492, 1.0969], [-1.4932, 2.7280, -2.5636], [-6.0527, -3.0552, 2.4132], [-2.8788, 4.2361, -1.1949], [-5.0109, -0.9391, -0.5093], [-4.2134, -2.5038, -0.8013], [-4.4637, -1.2043, 1.9512], [-3.7254, -2.7643, 1.5787], [-3.9826, 4.3956, 1.2092], [-5.9149, -3.6090, 0.7446], [-1.0959, 0.2596, 1.4062], [-5.0519, 3.0478, 1.6207], [-1.5375, 0.3027, -2.1694], [2.8175, 0.4785, 3.1188], [5.6947, 1.7500, -1.5127], [5.1476, -1.9743, -2.8846], [6.6600, -1.1098, -1.2384], [7.0297, 0.0267, -2.5372], [1.0962, 1.3424, 1.5846], [4.9151, -0.3882, -3.6179], [0.3523, -2.2002, -1.7838], [4.0552, -2.3366, 1.7744]]
}

{
  "formula": "C25H26N2O5",
  "method": "the ωB97M-V functional and the def2-TZVPD basis",
  "smiles": "C=CCc1cc(C=C2C(=O)N(C)C(=O)N(C)C2=O)cc(OCC)c1OCc1ccccc1",
  "gap_ha": 0.274,
  "charge": 0,
  "relative_energy_kj_mol": 150.1,
  "energy_ha": -1453.98271,
  "homo_ev": -8.26,
  "molar_mass_g_mol": 434.49,
  "species": ["O", "O", "O", "O", "O", "N", "N", "C", "C", "C", "C", "C", "C", "C", "C", "C", "C", "C", "C", "C", "C", "C", "C", "C", "C", "C", "C", "C", "C", "C", "C", "C", "H", "H", "H", "H", "H", "H", "H", "H", "H", "H", "H", "H", "H", "H", "H", "H", "H", "H", "H", "H", "H", "H", "H", "H", "H", "H"],
  "xyz": [[-2.9652, -1.7602, 0.1760], [-4.3148, 2.7700, -0.1475], [3.2264, 0.0156, 0.9016], [-7.2784, -0.6183, -0.3962], [1.4417, -2.1374, 0.7312], [-5.0912, -1.1540, -0.1054], [-5.7845, 1.0699, -0.2742], [3.9135, -1.0863, 0.3241], [2.4902, 2.6017, 0.7903], [7.2919, 0.5996, 0.5362], [-3.7502, -0.8376, 0.0475], [-6.1301, -0.2621, -0.2671], [1.9021, 0.1806, 0.7118], [0.9583, -0.8659, 0.6054], [6.0264, 0.1490, 0.8638], [7.1278, -0.4862, -1.5923], [-0.3775, -0.5599, 0.4303], [-2.1844, 1.1746, 0.1845], [-0.8299, 0.7652, 0.3682], [-5.4202, -2.5701, -0.0911], [0.1243, 1.7920, 0.4965], [0.2533, -3.5118, -0.9151], [7.8464, 0.2810, -0.6921], [5.2994, -0.6181, -0.0369], [3.4504, 2.6454, -0.3661], [0.5753, -3.2445, 0.5511], [5.8569, -0.9290, -1.2685], [-4.5042, 1.5691, -0.1295], [-6.8850, 2.0041, -0.4473], [3.2640, 2.0797, -1.5427], [-3.4153, 0.5837, 0.0418], [1.4598, 1.5152, 0.6702], [-5.1021, -3.0094, 0.8542], [-6.4956, -2.6664, -0.2126], [-2.2773, 2.2591, 0.1454], [4.3536, 3.2105, -0.1766], [-0.3360, -4.4207, -0.9935], [-0.3446, -3.1173, 1.1312], [1.9945, 3.5731, 0.8740], [1.1723, -3.6362, -1.4837], [-0.3162, -2.6914, -1.3434], [-0.1968, 2.8220, 0.4471], [-6.4698, 3.0086, -0.4465], [5.5864, 0.3967, 1.8174], [7.8490, 1.1995, 1.2410], [-4.8980, -3.0752, -0.9035], [-7.3927, 1.8010, -1.3896], [3.9622, -1.9110, 1.0482], [3.3939, -1.4408, -0.5699], [5.2960, -1.5208, -1.9779], [-7.5986, 1.8859, 0.3674], [1.1377, -4.0848, 0.9684], [2.3748, 1.5153, -1.7722], [8.8354, 0.6314, -0.9480], [-1.1085, -1.3432, 0.3551], [3.0679, 2.4439, 1.7048], [7.5548, -0.7352, -2.5528], [3.9966, 2.1564, -2.3278]]
}

{
  "formula": "C25H26N4O3",
  "method": "the ωB97M-V functional and the def2-TZVPD basis",
  "smiles": "CNC(=O)[C@H](Cc1ccccc1)NC(C)=O.Cn1c2cccc(=O)c-2nc2ccccc21",
  "gap_ha": 0.229,
  "charge": 0,
  "relative_energy_kj_mol": 167.1,
  "energy_ha": -1413.01339,
  "homo_ev": -7.59,
  "molar_mass_g_mol": 430.51,
  "species": ["O", "O", "O", "N", "N", "N", "N", "C", "C", "C", "C", "C", "C", "C", "C", "C", "C", "C", "C", "C", "C", "C", "C", "C", "C", "C", "C", "C", "C", "C", "C", "C", "H", "H", "H", "H", "H", "H", "H", "H", "H", "H", "H", "H", "H", "H", "H", "H", "H", "H", "H", "H", "H", "H", "H", "H", "H", "H"],
  "xyz": [[-4.0166, -1.8824, 2.9678], [-2.6629, -1.0058, -2.1181], [-1.6002, -0.5858, 5.5429], [0.1708, -1.0217, -2.3129], [-2.3262, -3.2528, 3.3264], [1.4574, 1.3027, -3.3735], [-0.6473, -0.7294, 3.5090], [-1.8892, -0.8249, 2.7278], [2.2178, 0.2187, -2.8775], [2.2840, -2.0192, -1.9099], [4.3528, -0.8666, -2.3730], [0.7590, -0.3864, 5.4460], [-0.9442, -3.7327, 3.3298], [0.0523, 1.2532, -3.2169], [-1.1611, 2.8751, 0.1748], [-2.2235, 2.2720, -3.4043], [-0.9166, 0.5264, 0.7835], [-1.7272, 1.6625, 0.6050], [1.5509, -0.9277, -2.3833], [-2.0497, -0.0307, -2.5496], [3.6298, 0.2338, -2.8445], [1.0327, 1.8232, 0.1021], [-2.8020, -2.0363, 3.0241], [0.4662, 0.6101, 0.5327], [2.0922, 2.3593, -4.1968], [-2.8363, 1.1358, -2.9327], [-0.7675, 2.3324, -3.5382], [-0.6077, -0.5759, 4.8310], [3.6816, -1.9973, -1.9075], [-1.5466, -0.7777, 1.2314], [0.2192, 2.9552, -0.0786], [-0.5697, 0.0108, -2.6807], [4.2417, -2.8531, -1.5407], [-3.9147, 1.0870, -2.8278], [-2.8270, 3.1334, -3.6797], [0.6382, -0.1682, 6.5065], [-1.7887, 3.7430, 0.0304], [1.4209, 2.7034, -4.9882], [2.9854, 1.9892, -4.7067], [2.3680, 3.2102, -3.5667], [1.0905, -0.2636, 0.6440], [-0.4310, -3.3836, 4.2275], [1.7413, -2.8848, -1.5438], [-0.8865, -1.6072, 0.9760], [-2.4914, 0.0557, 2.9562], [1.2614, 0.4478, 4.9605], [-2.4679, -0.9163, 0.6637], [-2.7910, 1.6007, 0.7882], [-0.9393, -4.8241, 3.3267], [0.2173, -0.6742, 2.9996], [-3.0496, -3.9250, 3.5309], [0.6533, 3.8853, -0.4172], [-0.3505, 3.2679, -3.8941], [2.0919, 1.8812, -0.1041], [-0.4176, -3.3793, 2.4421], [4.1949, 1.0974, -3.1777], [5.4396, -0.8422, -2.3661], [1.3386, -1.2986, 5.3242]]
}